Record 1
15
Properties=species:S:1:pos:R:3:forces:R:3 method="wB97M-V/def2-TZVPD" homo_energy_ha=-0.3428 relative_energy_kcal_mol=47.3 smiles="C=CCC.O" orbital_gap_ev=10.0833
C 0.931978 -1.533178 0.491074 -5.14 -1.00 1.09
C 0.468894 -0.300184 0.503129 0.78 1.03 -0.61
C 1.170492 0.944863 -0.023512 -0.35 1.06 -0.55
C 0.889682 1.203174 -1.551051 -0.03 2.40 0.06
H 0.263670 -2.445926 0.645154 0.67 1.54 0.29
H 1.855355 -1.817076 0.290516 4.33 -0.74 -1.22
H -0.524502 0.007295 0.806436 -0.13 -0.94 -0.12
H 0.634894 1.725025 0.516632 0.29 0.43 -0.04
H 2.235240 1.166512 0.154640 -0.27 -0.88 0.19
H 0.280539 2.118502 -1.806555 -0.11 -0.87 0.99
H 1.729515 1.519885 -2.164415 0.87 -0.60 0.38
H 0.430775 0.417123 -2.068729 -0.65 -1.42 -0.47
O -2.668200 -0.481008 0.756234 0.80 3.94 0.93
H -3.121986 0.415881 0.633952 0.75 -2.27 0.13
H -3.204174 -1.147208 0.424664 -1.80 -1.67 -1.06

=====

Record 2
21
Properties=species:S:1:pos:R:3:forces:R:3 method="wB97M-V/def2-TZVPD" multiplicity=3 homo_energy_ha="-0.1487 / -0.3578" relative_energy_kcal_mol=70.0 s2=2.01 orbital_gap_ev="4.8764 / 8.1970"
C -2.932626 -0.321461 -1.073486 -1.33 3.74 -1.35
C -2.198978 2.027788 0.458664 0.77 -2.72 -0.53
C 2.659127 0.367747 -1.404136 0.04 2.01 -1.98
C 2.217308 -0.830111 1.621443 -1.01 -0.90 -0.23
C 1.802346 0.848455 -0.242914 -1.24 -1.00 -0.39
C 1.557189 -0.356684 0.567014 -0.35 -1.27 -0.08
S -3.198553 0.452255 0.365629 2.07 -0.38 4.18
H -2.559491 -1.234023 -1.109269 1.58 -3.91 -0.24
H -2.948338 0.372509 -1.870836 -0.13 0.01 -1.36
H -1.210864 1.696011 0.728636 0.39 -0.33 0.41
H -2.021687 2.534806 -0.468921 -1.07 0.79 -0.33
H 3.729137 0.539313 -1.161321 -0.63 -0.05 -0.32
H 2.554290 -0.688237 -1.622739 -0.26 -0.10 -0.11
H 2.347776 0.998615 -2.335799 0.97 -1.27 1.34
H 2.846509 -0.101800 2.113024 0.45 -0.50 0.47
H 2.052746 -1.917053 1.956917 0.42 2.08 -0.22
H -2.656345 2.389607 1.336790 -0.61 1.55 0.50
H 2.317372 1.555273 0.291828 1.32 1.95 1.35
H 0.837273 1.308610 -0.527355 0.45 -0.30 -0.24
H 0.880393 -0.975113 -0.012920 -0.18 -0.64 0.41
H -4.403208 1.231365 0.093201 -1.64 1.24 -1.28

=====

Record 3
13
Properties=species:S:1:pos:R:3:forces:R:3 method="wB97M-V/def2-TZVPD" homo_energy_ha=-0.3617 relative_energy_kcal_mol=32.7 smiles="[H]/N=C/OCC(N)=O" orbital_gap_ev=10.6021
H -1.262486 1.305600 -2.059483 0.13 0.02 0.04
N -0.681358 0.911690 -1.323650 -0.07 0.22 0.26
C -1.061747 1.332182 -0.194374 -0.10 -0.08 -0.23
O -0.516008 0.947815 0.968782 -0.08 -0.03 -0.07
C 0.761827 0.307884 0.961350 0.20 0.02 0.02
C 0.991334 -0.935787 0.105060 0.14 -0.10 0.11
N -0.069006 -1.786251 -0.057742 0.07 0.03 -0.17
O 2.127745 -1.201283 -0.232000 -0.38 0.02 0.13
H -1.889086 2.020311 0.001014 0.07 -0.12 -0.02
H 1.545742 1.024308 0.708090 -0.14 -0.03 -0.10
H 0.895638 -0.002153 2.000699 0.09 0.01 -0.12
H 0.132602 -2.558970 -0.677628 -0.03 0.07 0.03
H -0.975196 -1.365345 -0.200120 0.09 -0.02 0.12

=====

Record 4
13
Properties=species:S:1:pos:R:3:forces:R:3 method="wB97M-V/def2-TZVPD" homo_energy_ha=-0.3365 relative_energy_kcal_mol=53.7 smiles="NCC(=O)NC=O" orbital_gap_ev=9.4405
N -1.707456 1.260868 0.613899 2.06 0.86 -1.75
C -0.962549 0.214161 -0.040584 1.51 1.55 2.26
C 0.572421 0.605880 0.142410 -0.24 0.17 -3.14
O 0.920655 1.772011 0.054650 -0.34 -0.89 1.05
N 1.505607 -0.395933 -0.142083 1.18 1.00 0.49
C 1.208091 -1.753234 -0.283534 1.41 -1.24 1.80
O 1.835029 -2.677036 0.241306 -1.38 2.17 -1.82
H -2.459345 1.013960 1.178282 -1.31 0.29 0.65
H -1.472424 2.186384 0.177733 -1.13 -1.37 1.37
H -1.084525 0.377355 -1.094588 -0.03 -1.05 -0.90
H -1.139817 -0.778899 0.390530 -0.36 0.30 -0.55
H 2.456176 -0.029381 -0.331247 -0.71 -0.60 0.71
H 0.328137 -1.796142 -0.906768 -0.65 -1.18 -0.17

=====

Record 5
69
Properties=species:S:1:pos:R:3:forces:R:3 method="wB97M-V/def2-TZVPD" multiplicity=5 homo_energy_ha="-0.5223 / -0.5103" total_charge=+3 relative_energy_kcal_mol=70.1 s2=6.17 orbital_gap_ev="6.0156 / 5.5678"
Ho -0.408506 1.114767 -0.036577 0.96 -0.24 -0.48
P 2.269643 -0.374941 -0.255957 1.12 -0.67 -0.33
P 0.638537 2.982866 -1.959381 0.48 1.10 -1.23
P -1.731855 -3.739694 1.800080 -0.53 -0.15 0.18
H -4.092930 0.335980 -0.125753 0.08 -0.36 0.88
C -3.717752 -0.179002 0.778559 -0.34 -1.12 -0.85
C -2.622706 0.390098 1.574688 0.00 2.70 2.17
H -2.305388 1.433370 1.451731 -0.57 0.10 0.22
C 2.456250 -1.597833 -1.616815 -0.26 0.08 -0.07
C 3.751523 0.666055 -0.600539 -0.21 0.36 0.04
C 2.997596 -1.412982 1.085885 -0.29 -0.02 0.33
C -0.395739 4.453618 -2.359555 -0.44 -0.07 0.43
C 2.275737 3.801614 -1.782818 0.37 -0.10 0.55
C 0.798935 2.219876 -3.626927 -0.09 -0.36 0.09
C -2.389739 -5.130984 2.719662 0.23 0.08 -0.01
C -0.841882 -2.610870 2.894150 0.16 0.18 0.32
C -0.646385 -4.270246 0.469367 -0.02 -0.12 -0.16
H -4.468987 -0.790695 1.293241 0.18 0.34 -0.19
H -2.645001 0.085589 2.627772 0.29 0.22 -0.33
H 3.511493 -1.886976 -1.747187 -0.39 0.10 0.07
H 2.079702 -1.150657 -2.544486 0.12 -0.25 0.06
H 1.860845 -2.490499 -1.372767 0.17 0.22 -0.22
H 4.672063 0.085057 -0.444236 -0.33 0.14 -0.13
H 3.760960 1.532477 0.073596 0.14 -0.13 -0.25
H 3.721570 1.019336 -1.639242 0.04 0.03 0.27
H 4.089385 -1.475209 0.960236 -0.41 -0.04 0.05
H 2.581107 -2.427508 1.021500 0.10 0.23 0.12
H 2.774809 -1.001995 2.078033 0.13 -0.27 -0.14
H 0.232397 5.338632 -2.533648 -0.24 -0.34 -0.03
H -1.067950 4.651202 -1.513023 0.10 0.20 -0.33
H -0.993807 4.243614 -3.250545 0.00 0.13 0.16
H 2.889588 3.740114 -2.693201 -0.33 0.00 0.22
H 2.816979 3.317663 -0.963541 0.13 0.23 -0.20
H 2.140697 4.858894 -1.520688 0.05 -0.32 -0.03
H 0.615910 2.964198 -4.411831 0.18 -0.15 0.20
H 0.061287 1.416827 -3.731990 0.16 0.10 -0.14
H 1.802737 1.796609 -3.745132 -0.20 0.04 -0.05
H -1.766538 -6.010889 2.522721 -0.21 0.09 0.25
H -3.410027 -5.298396 2.369878 0.08 -0.19 0.15
H -2.381952 -4.868890 3.783322 -0.12 -0.27 -0.16
H -0.518719 -3.172807 3.783043 -0.11 0.10 -0.24
H -1.474723 -1.778512 3.225654 0.11 -0.28 -0.05
H 0.055168 -2.204665 2.408953 -0.30 -0.09 -0.02
H -0.779638 -5.353834 0.358809 0.11 0.25 -0.19
H 0.405665 -4.054462 0.708252 -0.38 -0.09 -0.05
H -0.939601 -3.762387 -0.458700 0.17 -0.25 0.25
C -1.992247 -0.439444 -1.312552 -0.36 0.22 -0.60
C -1.579164 -1.399625 -2.258997 -0.35 0.40 0.78
C -1.837291 -1.164500 -3.589769 0.07 -0.21 -0.42
C -2.386840 0.058333 -3.988965 -0.06 0.22 -0.42
C -2.596995 1.102817 -3.094680 0.20 0.18 0.84
C -2.362309 0.895362 -1.703279 -0.99 -1.56 -0.83
S -2.188087 -1.111494 0.346824 -0.23 0.06 -2.73
H -2.855731 -3.077136 1.207797 0.66 -0.77 0.60
H -1.199330 -2.346319 -1.871068 -0.21 0.18 -0.47
H -1.695787 -1.978345 -4.311755 0.07 0.51 0.22
H -2.655615 0.184648 -5.038345 0.09 0.07 0.29
H -2.991405 2.077944 -3.431625 0.29 -0.68 0.17
H -2.722450 1.653365 -0.974860 0.19 -0.36 -0.48
C 2.594278 1.709526 2.995550 0.08 -0.12 0.15
S 0.911307 1.094286 3.233758 -0.15 1.80 -1.19
C 0.327228 2.381319 4.323737 -0.11 -0.04 0.46
O 0.196052 1.586363 1.915939 1.12 -0.63 2.21
H 3.062189 1.734341 3.984717 0.04 -0.01 -0.13
H 2.549056 2.721152 2.568221 -0.13 -0.32 0.17
H 3.161183 1.031548 2.344304 -0.29 0.22 0.24
H 0.470545 3.349647 3.830767 0.02 -0.29 0.04
H -0.736947 2.192194 4.498714 0.21 0.06 -0.02
H 0.867601 2.340495 5.270972 -0.05 -0.01 -0.01

=====

Record 6
115
Properties=species:S:1:pos:R:3:forces:R:3 method="wB97M-V/def2-TZVPD" multiplicity=3 homo_energy_ha="-0.1152 / -0.1177" total_charge=-2 s2=2.00 orbital_gap_ev="7.1077 / 7.1744"
Ni -1.942438 0.319280 0.453564 -0.12 -0.94 -0.33
C 1.480229 -5.303021 -0.533314 0.03 -0.05 -0.06
C 1.232783 -4.102142 0.374142 -0.10 0.01 -0.02
C 2.407809 -3.845763 1.289355 0.08 0.04 0.07
O 1.001746 -2.942834 -0.382569 -0.09 0.07 0.05
C -0.401774 -2.925519 -0.642895 0.08 -0.01 -0.03
C -0.993953 -3.426095 0.684321 0.15 -0.07 -0.09
O 0.037409 -4.339704 1.120239 -0.01 0.04 -0.07
C -1.476482 -2.453006 1.792211 0.05 -0.01 0.17
O -2.176082 -1.452821 1.193974 -0.05 0.26 0.30
C -2.477851 -3.223352 2.694045 -0.01 0.02 0.05
C -3.407516 -2.458472 3.398392 -0.01 0.00 -0.01
C -4.315970 -3.060672 4.253057 0.02 -0.06 0.00
C -4.325798 -4.445595 4.411940 0.02 0.07 -0.03
C -3.419164 -5.214723 3.700462 0.02 0.06 -0.02
C -2.499417 -4.605229 2.847932 -0.06 -0.04 0.06
C -0.328724 -2.033763 2.766218 -0.10 -0.14 0.05
C 0.219094 -2.953252 3.672557 -0.04 0.02 -0.08
C 1.180350 -2.576538 4.594994 0.03 0.09 0.01
C 1.615114 -1.254473 4.656896 -0.01 -0.09 -0.04
C 1.068275 -0.332317 3.782478 0.06 0.03 -0.08
C 0.113495 -0.723929 2.847259 0.00 0.02 -0.17
C -0.744719 -1.625011 -1.410726 -0.09 0.06 -0.02
O -0.515471 -0.462692 -0.730211 0.04 0.24 -0.09
C 0.205063 -1.692314 -2.649219 -0.10 -0.03 -0.01
C 1.269451 -0.811050 -2.746334 0.06 0.10 -0.10
C 2.144176 -0.852692 -3.826733 -0.04 -0.03 0.02
C 1.960495 -1.783421 -4.839915 -0.06 -0.03 0.04
C 0.885905 -2.663990 -4.762254 0.03 0.04 0.05
C 0.018845 -2.614386 -3.678539 0.05 -0.02 -0.01
C -2.179341 -1.692937 -1.992166 0.08 0.00 -0.03
C -3.107184 -2.702592 -1.766991 -0.05 0.02 -0.02
C -4.362304 -2.675038 -2.369704 0.05 0.04 -0.03
C -4.712290 -1.633298 -3.213661 0.05 0.02 0.04
C -3.792047 -0.616031 -3.449916 -0.03 -0.04 0.00
C -2.544657 -0.656990 -2.850728 0.01 0.05 0.00
H 2.353136 -5.116979 -1.162171 0.00 -0.03 0.03
H 0.616374 -5.481098 -1.174681 0.03 0.01 0.02
H 1.650211 -6.194527 0.073375 -0.01 0.01 -0.02
H 3.305893 -3.696330 0.684203 -0.01 -0.03 0.04
H 2.559922 -4.699576 1.952405 0.01 0.02 -0.01
H 2.223935 -2.958432 1.892900 -0.01 0.01 -0.01
H -0.622979 -3.730461 -1.359091 0.05 -0.09 -0.02
H -1.870739 -4.025913 0.440492 0.01 -0.10 0.04
H -3.413813 -1.386650 3.233765 0.01 -0.03 0.01
H -5.024927 -2.446711 4.797086 0.00 -0.01 -0.02
H -5.039582 -4.917214 5.077907 0.00 0.01 0.00
H -3.420591 -6.294117 3.808094 0.01 0.00 -0.01
H -1.790041 -5.221146 2.307481 0.01 -0.01 0.03
H -0.109167 -3.983148 3.655123 -0.01 0.01 0.00
H 1.589655 -3.316568 5.274662 -0.01 0.01 0.00
H 2.365172 -0.953109 5.379096 -0.01 0.00 0.01
H 1.378543 0.707795 3.818389 -0.02 -0.05 -0.03
H -0.303479 0.018717 2.188811 -0.03 0.04 0.02
H 1.389563 -0.073898 -1.966690 -0.02 -0.04 -0.11
H 2.970209 -0.151062 -3.873382 -0.02 0.01 -0.01
H 2.638237 -1.818261 -5.685188 -0.01 0.00 0.00
H 0.717422 -3.385657 -5.553782 0.00 0.00 0.00
H -0.830277 -3.289705 -3.647087 0.01 0.00 0.01
H -2.878887 -3.519196 -1.100359 0.00 -0.02 0.01
H -5.067912 -3.472676 -2.168058 0.00 0.02 0.02
H -5.693998 -1.604310 -3.671422 0.00 0.00 -0.01
H -4.047554 0.211980 -4.102051 0.00 -0.01 0.02
H -1.832104 0.138751 -3.025010 -0.02 -0.02 0.02
O -2.723635 1.761226 -1.240802 0.12 0.10 0.10
H -3.615336 1.389283 -1.223671 0.00 -0.02 0.00
H -2.822860 2.565984 -0.653343 -0.02 -0.03 0.00
O -3.491178 2.907095 3.302476 0.13 -0.17 -0.45
Se -3.023698 2.379095 1.844107 -0.08 0.12 0.23
O -3.084402 3.551622 0.681848 -0.02 -0.18 0.30
O -1.454244 1.759373 1.845234 -0.22 0.18 -0.12
O -3.816871 1.023698 1.274369 0.25 0.38 0.06
F 2.434680 5.370580 -5.991433 0.02 0.10 -0.06
C 2.501580 4.028808 -5.839839 -0.08 -0.12 0.22
F 3.791419 3.695542 -6.058020 0.09 0.00 -0.07
F 1.783267 3.492016 -6.839176 0.00 0.00 -0.11
C 2.029444 3.595594 -4.487148 0.03 0.06 0.03
C 0.848249 2.894758 -4.335269 -0.08 -0.06 0.07
C 0.422134 2.546513 -3.056252 -0.06 -0.03 -0.06
C 1.163317 2.895459 -1.931938 -0.11 -0.15 -0.01
C 2.358610 3.592979 -2.108844 0.07 0.04 0.03
C 2.790558 3.944752 -3.373998 0.03 -0.01 0.03
P 0.426474 2.370365 -0.306379 0.30 0.48 0.25
C 1.995805 1.822386 0.519004 -0.01 0.09 -0.13
C 2.290213 0.464557 0.376402 -0.14 -0.11 0.07
C 3.495799 -0.048624 0.827696 -0.11 -0.06 -0.02
C 4.404212 0.780933 1.464174 0.05 0.11 0.02
C 4.112024 2.124733 1.653669 -0.03 -0.01 0.01
C 2.918674 2.641441 1.170176 -0.04 0.01 0.02
C 5.689050 0.199134 1.964198 -0.23 0.10 -0.06
F 6.589892 1.144464 2.302097 0.11 0.03 0.04
F 6.278628 -0.584657 1.039644 0.12 -0.09 -0.04
F 5.513469 -0.569843 3.055721 0.05 -0.08 0.10
C 0.129890 4.049740 0.405881 -0.11 -0.11 -0.09
C 0.132204 4.270462 1.782390 -0.01 -0.07 0.06
C -0.360266 5.451062 2.317665 0.05 -0.04 -0.05
C -0.865393 6.430723 1.476408 0.04 -0.04 0.04
C -0.891409 6.224663 0.106185 -0.01 -0.02 -0.04
C -0.405568 5.041093 -0.417654 0.13 0.01 -0.04
C -1.374225 7.723574 2.025068 0.07 -0.30 -0.06
F -0.482269 8.733315 1.847207 0.03 0.14 0.03
F -2.506913 8.123091 1.421483 -0.13 0.14 -0.04
F -1.624712 7.669146 3.342653 -0.01 0.09 0.10
H 0.267918 2.609704 -5.202149 -0.02 0.00 0.02
H -0.500263 1.990155 -2.917015 0.05 0.03 0.00
H 2.961909 3.864349 -1.249642 -0.05 -0.02 -0.01
H 3.719876 4.486683 -3.504560 -0.01 0.00 0.01
H 1.545601 -0.193285 -0.071002 0.04 0.04 0.16
H 3.715737 -1.100027 0.692939 -0.02 -0.02 0.01
H 4.815744 2.766272 2.166860 0.01 0.01 -0.02
H 2.711228 3.694773 1.308830 -0.05 0.03 -0.01
H 0.460889 3.485905 2.453717 -0.03 0.03 -0.05
H -0.387610 5.588867 3.389959 0.02 -0.01 -0.01
H -1.323244 6.972700 -0.547065 0.01 -0.01 0.00
H -0.473675 4.873650 -1.485840 0.01 0.02 0.00